ORCA calculation (ωB97M-V/def2-TZVPD) on C30H54BClMoO2P2Si2 as an isolated structure in a non-equilibrium geometry.

The geometry in ORCA input format:
```
! wB97M-V def2-TZVPD RIJCOSX def2/J DEFGRID3
* xyz 0 3
Mo -0.07445 -0.06175 -0.73404
C 1.71415 -0.17364 -1.99916
C 0.95817 -1.36753 -2.19878
C -0.30671 -0.95158 -2.77654
Si 1.64088 -3.03997 -1.67045
C -0.30703 0.45933 -2.89985
C 0.95874 0.96836 -2.40256
Si 1.64091 2.70666 -2.16989
H 2.72816 -0.14137 -1.61390
H -1.10363 -1.61384 -3.09184
H -1.10421 1.05617 -3.32380
Cl -2.87087 0.00613 0.01691
C 3.48930 2.66567 -1.92396
C 1.16252 3.78319 -3.61544
C 3.48878 -2.95492 -1.43098
C 1.16986 -4.34975 -2.91207
H 1.76392 3.49120 -4.48867
H 1.39415 4.83061 -3.37755
H 0.10413 3.71232 -3.89307
H 3.74181 2.18159 -0.97196
H 3.86640 3.69733 -1.90444
H 3.99306 2.12959 -2.73895
H 1.73047 -4.17626 -3.84215
H 0.10173 -4.37054 -3.15885
H 1.45805 -5.33554 -2.52143
H 3.99274 -2.55903 -2.32233
H 3.86825 -3.96835 -1.24203
H 3.74010 -2.32079 -0.57137
C 0.87072 3.30830 -0.54186
C 0.86483 -3.35231 0.03445
P -0.73122 2.48337 -0.28123
H 0.78343 4.40518 -0.55017
H 1.50866 3.00397 0.30303
P -0.73582 -2.49095 0.14860
H 1.50079 -2.90987 0.81740
H 0.77550 -4.43466 0.21152
C -1.30401 -2.83312 1.87391
C -1.83697 -3.55194 -0.94952
C -1.83393 3.33673 -1.54633
C -1.29560 3.11758 1.36110
C -0.98463 2.10967 2.46423
H -2.39207 3.18749 1.26520
C -0.74249 4.48632 1.75294
H 0.34303 4.45541 1.91034
H -1.21182 4.76727 2.70479
H -0.96804 5.27114 1.02463
H -1.45783 1.14646 2.25180
H -1.38722 2.49113 3.41340
H 0.09693 1.96386 2.59018
H -1.33407 3.11097 -2.50166
C -1.88957 4.85742 -1.38805
C -3.24500 2.74990 -1.59548
H -0.90207 5.33157 -1.43915
H -2.38245 5.14948 -0.45163
H -2.48658 5.26908 -2.21467
H -3.24464 1.69427 -1.88370
H -3.82698 3.30588 -2.34342
H -3.76672 2.83564 -0.63280
H -1.33337 -3.49866 -1.92779
C -3.24646 -2.98049 -1.10513
C -1.89613 -5.02106 -0.52644
H -0.90952 -5.49873 -0.49640
H -2.49638 -5.56941 -1.26679
H -2.38655 -5.14421 0.44800
H -3.24294 -1.98874 -1.56761
H -3.77249 -2.90220 -0.14414
H -3.82597 -3.65465 -1.75088
C -1.00998 -1.64476 2.78561
C -0.74312 -4.10735 2.50187
H -2.39930 -2.92846 1.78650
H 0.34177 -4.04227 2.65237
H -0.96247 -5.01026 1.92398
H -1.21299 -4.21784 3.48785
H 0.06875 -1.45835 2.87954
H -1.40292 -1.86475 3.78846
H -1.50475 -0.74326 2.41215
C -4.96585 0.02689 0.29957
H -5.11058 0.16091 1.38860
H -5.27764 -0.94544 -0.07497
H -5.28703 0.87367 -0.30217
O 2.17421 -1.03091 1.56102
B 1.58036 0.07103 0.82684
O 2.16580 1.28094 1.37380
C 2.96210 0.90464 2.41670
C 3.51016 1.71223 3.40328
C 4.03063 1.08143 4.54016
C 4.03831 -0.31330 4.65146
C 3.52413 -1.12177 3.62974
C 2.96798 -0.48626 2.52844
H 3.49234 2.79111 3.26892
H 4.43817 1.68127 5.35756
H 4.45206 -0.77126 5.55300
H 3.51617 -2.20824 3.66815
*
```

⟨S²⟩   2.04
E_HOMO (alpha / beta)   -5.492 / -6.305 eV
Energy   -85472.214 eV
Frontier orbital gap (alpha / beta)   0.219 / 0.245 Ha
E_LUMO (alpha / beta)   0.5 / 0.3 eV

***

ORCA calculation (ωB97M-V/def2-TZVPD) on a 9-piece molecular cluster, C30H54Cl6N6 overall in a non-equilibrium geometry.

The geometry in ORCA input format:
```
! wB97M-V def2-TZVPD RIJCOSX def2/J DEFGRID3
* xyz 0 1
C -30.19064 16.13618 1.29934
C -31.14296 14.95239 1.34042
C -30.33037 13.64159 1.28485
C -31.21288 12.49845 0.98731
N -31.93751 11.59705 0.66441
H -29.39130 16.05518 2.03594
H -30.70892 17.06855 1.52339
H -29.55654 16.26249 0.42181
H -31.80691 14.97100 0.47617
H -31.74524 14.91985 2.24833
H -29.75754 13.45094 2.19239
H -29.57186 13.60533 0.50289
C -32.64530 22.95205 4.92573
C -33.32863 22.54134 6.26256
C -32.66628 21.48184 7.18019
C -32.30374 20.28081 6.47231
N -32.00067 19.36294 5.82783
H -31.65088 23.39837 4.92895
H -33.24446 23.70877 4.41931
H -32.60792 22.06851 4.28848
H -34.28837 22.10778 5.98144
H -33.52927 23.48565 6.76865
H -33.32438 21.12319 7.97161
H -31.81782 21.70096 7.82842
C -34.64633 13.25561 4.06502
C -35.34960 12.14255 3.28597
C -35.77283 10.91952 4.09144
C -36.20480 11.16281 5.49212
N -36.51461 11.39197 6.60190
H -33.60908 13.02678 4.30965
H -35.14225 13.38904 5.02646
H -34.64714 14.18925 3.50252
H -34.75130 11.86480 2.41823
H -36.23260 12.55625 2.79888
H -34.86920 10.31872 4.19430
H -36.54051 10.36400 3.55276
C -33.54182 13.99535 -1.86391
C -34.98821 13.78729 -1.41184
C -35.19237 14.35977 0.00225
C -36.57294 14.37385 0.53001
N -37.64577 14.40085 0.93158
H -33.64037 13.93464 -2.94774
H -32.81028 13.21797 -1.64339
H -33.04521 14.93461 -1.62045
H -35.25978 12.73843 -1.53120
H -35.63193 14.38683 -2.05547
H -34.93234 15.41818 0.01877
H -34.66802 13.77287 0.75638
C -37.74141 16.74735 6.18735
C -37.04771 17.92602 6.97123
C -38.01082 18.81643 7.74121
C -38.79194 18.12108 8.73309
N -39.42503 17.56332 9.51648
H -38.39754 17.04530 5.36953
H -38.34602 16.12989 6.85165
H -37.04412 16.01193 5.78607
H -36.40370 18.37288 6.21382
H -36.34434 17.54145 7.70981
H -38.75837 19.31093 7.12094
H -37.54424 19.65454 8.25887
C -35.85548 21.42194 -0.02242
C -36.09982 22.10823 -1.39077
C -34.80042 22.84941 -1.84894
C -34.50928 24.05135 -1.11146
N -34.31706 24.96851 -0.50762
H -34.96850 20.79017 -0.06986
H -36.70442 20.75798 0.14057
H -35.66466 22.06814 0.83437
H -36.96424 22.77188 -1.36964
H -36.40558 21.32499 -2.08442
H -35.02481 23.19357 -2.85854
H -33.98978 22.12264 -1.79641
Cl -36.20540 19.84128 3.15063
C -34.56524 19.35798 3.69830
C -33.93336 18.45625 2.59105
Cl -34.88867 16.94410 2.59442
H -34.62525 18.84236 4.65675
H -33.94797 20.25356 3.76919
H -32.88598 18.16854 2.68227
H -34.09051 19.01458 1.66818
Cl -36.90389 22.13103 6.72353
C -37.96006 21.80542 5.34650
C -37.59450 22.78463 4.24637
Cl -38.56644 22.42556 2.82257
H -38.97964 22.00861 5.67404
H -37.90305 20.74352 5.10732
H -36.54328 22.81956 3.96034
H -37.90940 23.77081 4.58751
Cl -38.01376 18.00848 -0.41694
C -38.81264 18.61283 0.99781
C -38.63416 17.66770 2.17100
Cl -39.74484 18.24283 3.42558
H -39.86241 18.58818 0.70544
H -38.49758 19.64755 1.13269
H -37.63637 17.62500 2.60770
H -39.06594 16.72835 1.82564
*
```

E_HOMO   -10.649 eV
Energy   -116059.279 eV
Frontier orbital gap   0.395 Ha
E_LUMO   0.1 eV
SMILES string   CCCC#N.CCCC#N.CCCC#N.CCCC#N.CCCC#N.CCCC#N.ClCCCl.ClCCCl.ClCCCl

***

ORCA calculation (ωB97M-V/def2-TZVPD) on C30H54EuN7OP2 as an isolated structure in a non-equilibrium geometry.

The geometry in ORCA input format:
```
! wB97M-V def2-TZVPD RIJCOSX def2/J DEFGRID3
* xyz 1 8
C 0.73257 2.71772 0.22459
C 0.91825 1.41203 -1.67887
C 1.33079 3.77689 -0.45719
C 1.86846 2.29645 -2.25071
C 1.91492 3.56252 -1.70814
H 1.37202 4.75208 0.02031
H 2.25321 2.04257 -3.24115
H 2.47259 4.33819 -2.21444
N 0.49842 1.53997 -0.38154
P 0.10393 1.37216 2.57773
P -1.09378 -0.53100 -2.12375
C 0.28068 2.96985 1.68406
H 1.00453 3.63714 2.20194
H -0.68706 3.51810 1.67611
C 0.29496 0.46955 -2.55505
H 0.96622 -0.01471 -3.23641
C -1.00552 -2.43250 -2.76124
C -1.95370 0.53698 -3.47061
C 1.87752 0.97028 3.15553
C -1.11996 1.74134 3.96432
C -0.89306 -3.36717 -1.53538
H -1.73168 -3.23334 -0.83078
H -0.91799 -4.41978 -1.88124
H 0.04657 -3.21248 -0.98244
C -2.28523 -2.81812 -3.51696
H -3.17628 -2.65324 -2.89514
H -2.40210 -2.28229 -4.46528
H -2.25128 -3.89513 -3.76328
C 0.22987 -2.64051 -3.63805
H 0.22985 -3.68546 -4.00305
H 0.26828 -1.98223 -4.52247
H 1.14821 -2.52725 -3.04239
C -3.44776 0.25903 -3.40164
H -3.79530 0.35717 -2.36537
H -3.95820 1.02645 -4.00126
H -3.70410 -0.73631 -3.77650
C -1.70127 2.02817 -3.13029
H -1.89580 2.21900 -2.06312
H -0.66659 2.31935 -3.36596
H -2.32723 2.67259 -3.76095
C -1.33577 0.23406 -4.85038
H -0.24377 0.37872 -4.84775
H -1.54763 -0.77609 -5.22352
H -1.75347 0.94880 -5.57676
C -1.22445 0.48121 4.84383
H -1.96049 0.66592 5.64131
H -1.56667 -0.38453 4.25293
H -0.27656 0.20680 5.32356
C -2.50531 2.00523 3.34492
H -2.51575 2.88088 2.68420
H -2.89091 1.14634 2.78222
H -3.21491 2.20190 4.16413
C -0.70710 2.97441 4.77443
H -0.54444 3.85433 4.13591
H -1.51788 3.22180 5.47711
H 0.18950 2.80623 5.37547
C 2.90414 1.39830 2.09307
H 2.95747 2.48970 1.96960
H 3.90111 1.05551 2.40935
H 2.70133 0.94326 1.11429
C 1.96995 -0.56464 3.34609
H 1.91548 -1.11222 2.38604
H 2.94560 -0.78569 3.80414
H 1.19208 -0.94727 4.02822
C 2.20707 1.68359 4.46636
H 2.11798 2.77513 4.38458
H 1.60229 1.31553 5.30508
H 3.25802 1.47303 4.71710
Eu -0.64161 -0.83949 0.79968
C -2.39960 0.84735 0.01546
O -3.26073 1.61129 -0.03900
N 1.48347 -1.71196 0.05390
C 2.31240 -1.62513 -0.76487
C 3.56006 -1.53774 -1.61225
C 3.46779 -1.06696 -3.10175
C 4.39651 -0.44388 -0.90778
C 4.04203 -3.00890 -1.54191
H 2.79539 -1.62465 -3.76647
H 3.20908 -0.00011 -3.22532
H 4.45832 -1.16672 -3.57467
H 4.32839 -0.60051 0.18277
H 5.45334 -0.45007 -1.23311
H 3.94265 0.54906 -1.14631
H 5.04425 -3.19776 -1.96797
H 4.09797 -3.29024 -0.47358
H 3.27188 -3.62941 -2.06457
N -3.83159 -3.17446 4.23196
N -3.79795 -2.43345 3.06334
N -4.70462 -2.77927 2.09996
C -4.04763 -2.44330 0.98964
N -2.80881 -1.95988 1.21314
N -2.61931 -2.00145 2.55716
H -3.35268 -2.70159 4.99092
H -4.79244 -3.43972 4.40987
H -4.46145 -2.55535 0.00229
*
```

⟨S²⟩   15.76
E_HOMO (alpha / beta)   -8.062 / -8.070 eV
Energy   -82362.392 eV
Frontier orbital gap (alpha / beta)   0.180 / 0.180 Ha
E_LUMO (alpha / beta)   -3.2 / -3.2 eV

***

ORCA calculation (ωB97M-V/def2-TZVPD) on C30H54N7OP2Pb as an isolated structure in a non-equilibrium geometry.

The geometry in ORCA input format:
```
! wB97M-V def2-TZVPD RIJCOSX def2/J DEFGRID3
* xyz 1 1
C 1.66539 2.60060 -0.84730
C 0.03363 1.55417 -2.16264
C 1.67478 3.72429 -1.67545
C -0.18123 2.77455 -2.86410
C 0.67170 3.85491 -2.62704
H 2.44571 4.46044 -1.52937
H -1.00177 2.83383 -3.54688
H 0.57513 4.77198 -3.19851
N 0.75836 1.62379 -1.00728
P 2.38077 1.30640 1.55903
P -1.56893 -1.05933 -2.30361
C 2.79039 2.40987 0.16133
H 3.64795 1.97785 -0.38031
H 3.11092 3.39655 0.51456
C -1.12475 -1.42141 2.80253
O -1.82371 -2.13674 3.36502
C -0.52750 0.33271 -2.74663
H -1.13281 0.68849 -3.62382
C -1.69819 -1.72825 -4.12618
C -3.39035 -0.96556 -1.50487
C 3.84792 0.16074 1.92735
C 1.94672 2.58758 2.86401
C -1.14878 -3.14340 -3.94311
H -1.80683 -3.76058 -3.31459
H -1.04249 -3.63007 -4.92356
H -0.16383 -3.10156 -3.46018
C -3.09259 -1.75159 -4.75333
H -3.83035 -2.32765 -4.18405
H -3.47903 -0.73962 -4.93463
H -3.00346 -2.23379 -5.74003
C -0.78386 -0.93679 -5.07575
H -0.55704 -1.53948 -5.96259
H -1.24064 0.00299 -5.41698
H 0.16538 -0.68765 -4.58458
C -3.90635 -2.41199 -1.44966
H -3.24063 -3.03567 -0.83796
H -4.90409 -2.42846 -0.98687
H -3.99315 -2.88847 -2.43194
C -3.29595 -0.43749 -0.06697
H -2.68160 -1.08049 0.57962
H -2.90306 0.58724 -0.02497
H -4.30602 -0.41312 0.37694
C -4.30652 -0.03280 -2.29751
H -4.50435 -0.37849 -3.31641
H -5.28319 0.02326 -1.78774
H -3.89713 0.98657 -2.34912
C 1.51022 1.83479 4.13184
H 1.31647 2.57824 4.92126
H 0.57780 1.27313 3.97011
H 2.28154 1.14127 4.50018
C 0.75776 3.40765 2.33488
H 0.99699 3.95730 1.41451
H -0.11797 2.77053 2.15467
H 0.48061 4.14480 3.10475
C 3.11020 3.54541 3.16409
H 2.74821 4.28551 3.89280
H 3.97280 3.03953 3.60773
H 3.44430 4.09817 2.27821
C 4.63217 -0.10798 0.62869
H 5.22116 0.76629 0.31056
H 5.34313 -0.93234 0.80891
H 3.96987 -0.41121 -0.19446
C 3.27158 -1.16976 2.45908
H 2.62518 -1.66371 1.71734
H 4.10565 -1.85143 2.68160
H 2.69710 -1.02773 3.38488
C 4.81307 0.76340 2.95610
H 5.26227 1.69936 2.59475
H 4.34114 0.92946 3.93362
H 5.63612 0.04621 3.11070
Pb 0.20052 -0.09745 0.71000
N 0.95788 -1.17850 -1.19948
C 1.05931 -1.11074 -2.42589
C 2.20702 -1.82264 -3.21119
C 2.21036 -1.72362 -4.73039
C 3.52274 -1.22023 -2.73308
C 2.21614 -3.31174 -2.84462
H 1.37161 -2.27351 -5.19313
H 2.24722 -0.67464 -5.07418
H 3.14543 -2.22423 -5.07028
H 3.72358 -1.52992 -1.69849
H 4.31703 -1.64420 -3.36705
H 3.53982 -0.12083 -2.82312
H 3.15507 -3.70805 -3.25657
H 2.22317 -3.44222 -1.75349
H 1.39102 -3.88931 -3.28407
N -3.17362 0.80584 5.47077
N -2.70486 1.27547 4.27117
N -3.46089 2.09086 3.49586
C -2.76036 2.08378 2.34666
N -1.69074 1.26096 2.39440
N -1.66977 0.72562 3.63944
H -2.41537 0.52666 6.06419
H -3.80070 1.50955 5.88420
H -3.05032 2.66576 1.49543
*
```

E_HOMO   -8.755 eV
Energy   -68277.576 eV
Frontier orbital gap   0.219 Ha
E_LUMO   -2.8 eV

***

ORCA calculation (ωB97M-V/def2-TZVPD) on a 6-piece molecular cluster, C30H54NO17 overall in a non-equilibrium geometry.

The geometry in ORCA input format:
```
! wB97M-V def2-TZVPD RIJCOSX def2/J DEFGRID3
* xyz 1 1
C -1.77214 1.99294 2.62952
C -2.33003 2.36768 1.25952
C -2.37681 3.88328 1.01530
C -1.20420 4.39835 0.18265
C 0.07635 4.53311 0.94485
C 0.14459 5.04956 2.23505
C 1.36244 5.11737 2.88676
C 1.38696 5.69106 4.27748
O 1.95324 6.69540 4.52233
O 0.68044 5.00938 5.18200
C 2.53074 4.70164 2.25901
C 2.43213 4.21634 0.98092
N 1.22694 4.14230 0.37723
H -1.83757 0.91464 2.74344
H -2.36568 2.42009 3.43207
H -0.72215 2.26050 2.74250
H -1.76043 1.85626 0.48751
H -3.35599 2.01604 1.23793
H -2.45892 4.37335 1.98139
H -3.28118 4.14687 0.47853
H -1.43967 5.33643 -0.31469
H -1.02122 3.66609 -0.60571
H -0.74057 5.40444 2.73144
H 0.40281 4.15516 4.82513
H 3.48525 4.76288 2.75158
H 3.29826 3.87790 0.44118
H 1.20559 3.78203 -0.57044
C 1.06938 -4.42226 4.38562
C -0.06719 -3.42469 4.35666
O 0.09707 -2.45970 3.29908
C -0.24080 -2.88731 2.08564
O -0.69981 -3.96162 1.80578
O -0.02323 -1.89018 1.21778
C -0.31936 -2.23433 -0.13777
H 2.03079 -3.90981 4.44056
H 0.97509 -5.08008 5.24856
H 1.07507 -5.03636 3.48592
H -0.08354 -2.84132 5.27535
H -1.03326 -3.91819 4.25806
H -1.32628 -2.63540 -0.23231
H 0.40834 -2.95244 -0.51311
H -0.24798 -1.31988 -0.72159
C -2.48459 -0.31011 -6.72159
C -1.89201 -1.36431 -5.81256
O -1.76358 -0.88724 -4.45935
C -2.88569 -0.89682 -3.74596
O -3.96407 -1.28132 -4.10702
O -2.59826 -0.43543 -2.51989
C -3.72502 -0.36498 -1.64475
H -1.90642 0.61317 -6.66230
H -2.48300 -0.65940 -7.75332
H -3.51117 -0.08054 -6.43845
H -0.87938 -1.61071 -6.12506
H -2.47822 -2.28233 -5.82507
H -4.26173 -1.31003 -1.60670
H -4.39758 0.43196 -1.96000
H -3.33496 -0.13520 -0.65576
C -1.17074 -5.43716 -2.10902
C -1.44691 -4.63542 -3.36445
O -1.34412 -5.43598 -4.54793
C -2.40510 -6.20475 -4.80506
O -3.42173 -6.24396 -4.16319
O -2.15615 -6.89063 -5.91869
C -3.20034 -7.78955 -6.30478
H -0.20561 -5.94088 -2.17811
H -1.16488 -4.78368 -1.23689
H -1.92975 -6.20247 -1.95383
H -0.69909 -3.85140 -3.48459
H -2.42742 -4.15812 -3.32525
H -4.15588 -7.27408 -6.36435
H -3.26456 -8.61588 -5.59904
H -2.93044 -8.17034 -7.28517
C 6.22521 -6.11287 8.59340
C 6.30775 -6.52516 7.13978
O 5.41365 -5.75462 6.31862
C 5.83961 -4.53760 5.99800
O 6.89399 -4.04326 6.29876
O 4.89289 -3.95042 5.25672
C 5.19655 -2.60817 4.88022
H 5.19388 -6.16239 8.94493
H 6.83744 -6.77249 9.20745
H 6.57649 -5.09093 8.73113
H 5.98640 -7.55766 7.01955
H 7.32387 -6.44378 6.75590
H 6.17254 -2.54647 4.40414
H 5.16422 -1.95491 5.75137
H 4.42819 -2.30640 4.17268
C -1.78913 9.09118 -5.60169
C -2.31164 8.25590 -4.45420
O -1.45552 7.12616 -4.18777
C -0.35873 7.39141 -3.49565
O -0.03510 8.44773 -3.02279
O 0.32931 6.24451 -3.35357
C 1.56231 6.39809 -2.65976
H -1.63562 8.47072 -6.48508
H -2.49960 9.87970 -5.84577
H -0.83605 9.55418 -5.34880
H -3.27840 7.82577 -4.70630
H -2.43324 8.84738 -3.54751
H 1.41464 6.90393 -1.70514
H 2.28228 6.94735 -3.26307
H 1.94666 5.39320 -2.48614
*
```

E_HOMO   -12.066 eV
Energy   -68278.615 eV
Frontier orbital gap   0.272 Ha
E_LUMO   -4.7 eV